a) One molecule with the formula C3H4N2S2. Source: the Open Molecules 2025 dataset; level of theory: wB97M-V/def2-TZVPD.

Calculated values
Structure (SMILES) = S=C1CSN=CN1
Frontier orbital gap = 0.30665 hartree
E_HOMO = -8.66 eV

Each line ends with the natural charge from an NBO analysis.
Positions of all 11 atoms, in Å:
S  -1.51532  1.46295  1.65345  -0.13
C  -0.55991  0.63872  0.52508  0.15
C  0.44304  1.26190  -0.44768  -0.69
S  0.74426  0.33139  -1.93129  0.50
N  0.79997  -1.22358  -1.31092  -0.60
C  0.25044  -1.54840  -0.22327  0.24
N  -0.44777  -0.70051  0.72102  -0.62
H  1.33543  1.43963  0.31067  0.25
H  -0.03852  2.19518  -0.68451  0.27
H  0.05197  -2.63843  -0.01626  0.19
H  -1.06359  -1.21885  1.40372  0.44

b) One molecule with the formula C3H4N2S2. Source: the Open Molecules 2025 dataset; level of theory: wB97M-V/def2-TZVPD.

Calculated values
Structure (SMILES) = S=C/C=N\NC=S
Frontier orbital gap = 0.24270 hartree
E_HOMO = -8.73 eV

Each line ends with the natural charge from an NBO analysis.
Positions of all 11 atoms, in Å:
S  -3.36102  -0.98959  -0.13796  0.02
C  -1.68696  -0.52295  -0.22889  -0.30
C  -1.21161  0.78973  -0.04095  -0.09
N  -0.02353  1.29821  -0.13522  -0.16
N  1.10785  0.68011  -0.24307  -0.41
C  1.74440  -0.45283  0.44201  -0.13
S  3.23817  -1.01675  -0.25069  -0.06
H  -0.88601  -1.42570  -0.52031  0.21
H  -2.06842  1.22439  0.41987  0.22
H  1.76862  1.53234  -0.61907  0.44
H  1.37850  -1.11695  1.31428  0.26

c) One molecule with the formula C3H4N2S2. Source: the Open Molecules 2025 dataset; level of theory: wB97M-V/def2-TZVPD.

Calculated values
Frontier orbital gap (spin up / spin down) = 0.28173 / 0.23734 hartree
E_HOMO (spin up / spin down) = -8.19 / -7.66 eV

Each line ends with the natural charge from an NBO analysis.
Positions of all 11 atoms, in Å:
C  -3.66774  -0.69555  -0.37838  -0.03
C  0.85937  0.03053  0.59248  -0.38
C  0.46421  1.27845  0.50819  -0.38
N  -1.48877  0.08903  -1.09688  -0.52
N  -2.71929  -0.53542  -1.27370  -0.44
S  -4.32956  0.04387  0.83268  0.10
S  -1.07705  1.52490  -0.40416  0.55
H  1.86219  -0.21609  1.08009  0.21
H  0.35898  -0.79091  0.02701  0.23
H  0.98220  2.13389  0.78856  0.23
H  -2.37172  -1.16692  -1.96532  0.42

Going by the computed energies, the most stable comes first: a), b), c).